(1)
Below is an isolated ion of composition C5H13N2O and charge -1, with properties calculated with ωB97M-V with the def2-TZVPD basis set.

```
21
Properties=species:S:1:pos:R:3:forces:R:3:nbo_charge:R:1
O 0.1950 -1.8057 2.6667 -0.3 0.0 0.7 -0.921
N -1.2249 -0.9213 0.4341 0.0 0.1 -0.9 -0.682
N 1.3918 1.9560 -1.4177 -0.2 -0.1 -0.9 -0.850
C 0.9351 -1.4062 1.6721 -1.0 1.5 -2.0 0.030
C -2.3158 0.0562 0.5031 1.9 0.3 1.2 -0.412
C 0.8957 -0.3644 -0.7371 0.4 0.7 -0.6 -0.429
C 0.5620 0.7720 -1.7278 -0.6 0.2 0.7 -0.207
C 0.1401 -0.3833 0.5853 -0.7 -1.2 0.6 -0.107
H 1.2370 -2.2139 0.9645 0.5 -0.1 0.0 0.065
H 1.2788 2.2046 -0.4475 -0.1 0.2 0.2 0.354
H -2.4192 0.4450 1.5350 -0.6 -0.5 0.1 0.158
H 1.9623 -0.1838 -0.5357 0.1 -0.5 0.1 0.194
H -1.9233 0.9711 0.0622 -0.5 0.0 -0.9 0.177
H -3.2441 -0.3266 0.0939 -0.1 0.2 -0.1 0.180
H 1.0726 2.7229 -2.0132 0.2 0.0 0.5 0.338
H -0.5100 0.9714 -1.6206 -0.1 0.2 0.0 0.156
H 0.7541 -1.3166 -1.2514 0.1 -0.1 0.3 0.209
H 1.7973 -0.7114 1.8346 0.5 -0.4 0.5 0.063
H 0.6841 0.5689 -2.7956 0.4 -0.4 0.1 0.166
H 0.0533 0.6118 1.0596 0.4 0.0 -0.1 0.130
H -1.3219 -1.6468 1.1355 0.0 0.1 0.5 0.390
```
Forces are in eV/Å.

Values from the calculation:
Maximum force ... 0.052 hartree/bohr
E_HOMO ... -2.6 eV
Net charge ... -1
Gap between HOMO and LUMO ... 6.433 eV



(2)
Below is one molecule with the formula C22H16BrClN2O3, with properties calculated with ωB97M-V with the def2-TZVPD basis set.

```
45
Properties=species:S:1:pos:R:3:forces:R:3:nbo_charge:R:1
Br 2.7137 -5.4086 -0.4994 -0.1 0.1 0.1 0.052
Cl -2.4944 1.3819 -3.1591 -0.2 0.0 -0.1 0.013
O 0.1647 -1.2860 4.6546 -0.1 -0.2 0.3 -0.597
O -2.5911 0.7445 2.1229 -0.1 -0.2 0.0 -0.603
O 0.9399 0.7014 0.2454 0.1 -0.2 -0.3 -0.591
N 0.5295 -0.6228 2.4961 -0.1 0.6 -0.4 -0.655
N -0.6827 1.7276 2.8189 0.2 0.2 0.2 -0.624
C -1.1973 3.3843 -1.9021 0.0 0.0 0.0 -0.227
C -1.6727 1.5070 1.9053 0.1 0.2 0.0 0.646
C 0.0770 -0.4692 3.7695 -0.1 0.3 -0.2 0.682
C -0.7103 4.0201 -0.7730 0.1 0.0 0.0 -0.196
C 1.7370 -4.0327 1.8082 0.0 0.1 -0.3 -0.186
C 1.0172 0.5175 -2.5866 0.1 -0.1 0.1 -0.154
C 0.6061 -0.5081 -1.7358 -0.1 0.2 -0.5 -0.194
C 1.9937 -3.9216 0.4480 0.1 -0.2 -0.1 -0.112
C 0.7074 0.4726 -3.9312 0.1 0.0 0.0 -0.213
C 0.9298 -0.4002 -0.2993 0.1 0.2 0.2 0.577
C -0.8607 3.4507 0.4790 -0.1 -0.2 0.1 -0.212
C 1.0027 -1.7374 1.8382 0.2 -0.4 -0.1 0.294
C -0.0417 -0.5797 -4.4340 0.0 -0.1 0.0 -0.176
C -0.4872 -1.5821 -3.5873 0.0 0.0 -0.1 -0.232
C -0.1644 -1.5534 -2.2435 0.0 0.1 0.1 -0.119
C -1.5119 2.2292 0.6092 -0.2 0.2 -0.4 -0.042
C -0.5857 0.9007 3.9948 -0.3 -0.1 0.2 -0.324
C 1.2178 -1.6453 0.4422 0.0 -0.2 0.5 -0.220
C 1.2452 -2.9447 2.4963 0.0 0.1 0.2 -0.252
C -1.8633 2.1768 -1.7624 0.1 0.1 0.2 -0.023
C 1.7351 -2.7513 -0.2340 0.1 -0.1 0.2 -0.179
C -2.0302 1.5998 -0.5179 0.0 0.1 0.1 -0.224
H -0.2043 4.9684 -0.8745 0.0 0.1 0.0 0.220
H 0.1240 2.2652 2.5431 -0.1 0.0 -0.1 0.406
H 1.0409 1.2622 -4.5876 0.0 0.1 -0.1 0.219
H -0.4902 3.9729 1.3485 0.0 0.0 0.1 0.211
H 0.4658 0.1922 1.8827 0.1 -0.3 0.3 0.442
H 1.9557 -2.6815 -1.2882 0.0 0.0 0.0 0.241
H -0.2918 -0.6110 -5.4838 0.0 0.0 -0.1 0.218
H -2.5508 0.6615 -0.4024 -0.1 -0.1 0.0 0.250
H -1.0922 -2.3877 -3.9753 -0.1 -0.1 0.0 0.220
H 1.5892 1.3354 -2.1740 0.0 0.1 0.0 0.230
H -0.0472 1.4263 4.7857 0.0 -0.1 -0.1 0.231
H -0.5354 -2.3217 -1.5810 0.0 -0.1 0.0 0.217
H 1.0513 -3.0069 3.5547 0.0 0.0 0.0 0.263
H -1.0704 3.8209 -2.8801 0.0 0.0 -0.1 0.228
H -1.6018 0.6927 4.3459 0.2 0.0 0.0 0.260
H 1.9340 -4.9599 2.3235 0.0 -0.1 0.0 0.234
```
Forces are in eV/Å.

Values from the calculation:
Maximum force ... 0.013 hartree/bohr
E_HOMO ... -8.7 eV
Net charge ... 0
Gap between HOMO and LUMO ... 8.123 eV



(3)
Below is a 2-piece molecular cluster, CH5NO3S overall, with properties calculated with ωB97M-V with the def2-TZVPD basis set.

```
11
Properties=species:S:1:pos:R:3:forces:R:3:nbo_charge:R:1
S -0.2600 -2.2949 -0.3964 0.4 -0.1 1.0 1.666
O 1.2187 -1.5585 0.1404 -2.4 -0.4 0.3 -0.887
O -0.8156 -2.7783 1.1798 0.8 1.5 -1.3 -0.900
O -1.0531 -1.2876 -1.0889 0.7 -0.7 1.6 -0.867
N -0.1155 3.1905 0.1348 -0.6 1.2 -0.4 -0.614
C -0.2239 2.1508 -0.5584 1.7 -0.2 0.0 -0.034
H -0.3965 2.3198 -1.6078 -0.7 -0.1 -0.4 0.154
H 1.8401 -1.8371 -0.5246 0.7 -0.2 -0.5 0.486
H -0.5221 -2.2330 1.9530 -0.1 -0.2 -1.1 0.503
H 0.1935 3.1914 1.0933 0.1 -0.9 0.3 0.340
H 0.1343 1.1371 -0.3252 -0.5 0.1 0.4 0.150
```
Forces are in eV/Å.

Values from the calculation:
Maximum force ... 0.048 hartree/bohr
E_HOMO ... -9.5 eV
Net charge ... 0
Gap between HOMO and LUMO ... 9.789 eV



(4)
Below is a 3-piece molecular cluster, C25H48B3F2IO13P2Si overall, with properties calculated with ωB97M-V with the def2-TZVPD basis set.

```
95
Properties=species:S:1:pos:R:3:forces:R:3:lowdin_charge:R:1
I 2.0544 -0.6089 3.9012 0.5 0.8 -0.6 0.927
P -4.4835 -5.5672 0.6398 0.0 -0.1 -0.1 0.401
P 2.2988 -5.6048 1.4646 0.0 -0.1 0.1 0.399
Si 0.1998 6.4839 -1.3624 -1.3 0.5 -0.8 0.555
F 0.6461 3.7622 2.6550 0.4 -0.2 -2.4 0.002
F 0.0071 3.3506 0.4803 1.9 0.5 1.1 0.014
O 3.4414 -4.9161 0.5762 -0.7 -0.5 0.2 -0.221
O -2.0350 0.7647 2.8057 -3.1 -3.3 -2.0 0.059
O -6.0231 -5.9448 0.8580 0.9 -0.1 0.3 -0.210
O 1.0589 -4.6146 1.2792 0.6 -0.8 -0.2 -0.207
O 1.8744 -6.8656 0.5756 -0.2 0.9 0.3 -0.214
O 2.9053 2.2077 2.5365 -1.8 -1.9 -2.0 0.159
O -2.2853 -0.7470 1.0987 -1.1 1.9 0.7 -0.137
O -3.7360 -6.5531 1.6513 -0.8 0.6 -0.4 -0.205
O 2.6811 -5.9222 2.8592 -0.3 0.4 -1.0 -0.235
O -4.0239 -5.6003 -0.7673 -0.2 0.1 1.0 -0.236
O 2.9814 2.1548 0.0789 -1.3 -1.1 2.4 0.221
O -4.3626 -4.1463 1.3708 -0.4 -0.9 -0.3 -0.211
O 3.8708 0.1911 1.4674 -3.4 2.3 0.1 0.123
C 3.6258 7.8731 -3.8723 -0.7 -2.5 1.5 -0.078
C 0.3196 -4.2255 2.4281 -0.5 0.3 0.6 -0.097
C 4.2105 5.3614 -3.1849 -2.2 3.4 0.1 -0.062
C 0.3277 0.0495 -0.8911 1.3 0.1 -1.0 -0.176
C -3.4732 -3.1860 0.8115 0.2 0.2 0.1 -0.111
C -2.5332 0.1418 -0.0478 -1.7 0.2 -1.2 -0.175
C -1.1106 5.2980 -2.1711 -0.6 -0.1 0.4 -0.207
C -0.5601 8.2620 -1.5816 0.8 0.2 0.1 -0.226
C 4.6162 6.6924 -3.9143 -3.6 -0.6 2.1 -0.073
C -2.8009 -0.0728 2.2510 2.8 2.9 1.9 -0.400
C 2.2617 7.8083 -3.0970 2.9 -3.0 -0.3 -0.061
C 2.8640 5.3232 -2.4267 1.0 2.1 -1.2 -0.084
C -6.9803 -5.0354 0.3356 -0.4 0.4 -0.2 -0.109
C 3.0081 -0.2778 -0.9777 -0.3 0.9 -0.7 -0.069
C 1.8547 6.5038 -2.3173 4.2 0.8 -2.8 -0.216
C 4.5230 -4.2900 1.2545 0.6 0.3 0.2 -0.097
C -0.6855 -0.8345 -1.7646 0.1 0.7 -0.2 -0.184
C 1.5783 5.2759 0.9831 -0.4 -0.1 1.1 -0.127
C -2.8025 -7.4878 1.1274 0.5 -0.5 -0.2 -0.100
C 1.1258 3.7449 1.2802 -0.4 1.6 1.1 -0.252
C 0.3553 6.2140 0.5257 0.5 -0.3 0.7 -0.240
C -4.2635 -0.2733 2.8481 -0.4 0.4 -0.3 -0.002
C 1.6917 0.2029 -1.7749 -0.2 -1.0 -0.1 -0.198
C -2.2418 -0.6250 -1.4201 0.0 -1.2 0.6 -0.146
C 2.8980 -7.8023 0.2716 0.5 -0.3 -0.2 -0.107
B 3.3118 0.7481 0.2379 0.9 -0.6 -0.4 -0.437
B 3.0169 0.7652 2.5092 2.1 0.9 -0.8 -0.910
B 2.3725 2.6916 1.2647 1.6 -1.4 0.3 -0.327
H 3.8941 8.8512 -4.4132 -0.5 -1.7 0.9 0.087
H -4.3515 -1.0932 3.6348 0.5 0.9 -1.2 0.097
H 0.2490 8.9818 -1.1852 -1.4 -0.8 -0.5 0.041
H -2.0884 5.4302 -1.5696 1.5 -0.2 -0.8 0.045
H -3.0577 -2.5889 1.6165 -0.2 -0.4 0.0 0.065
H 2.4366 -8.7151 -0.1049 -0.1 0.2 0.1 0.090
H -0.7376 8.5053 -2.6894 0.0 -0.3 1.7 0.044
H -4.0324 -2.5347 0.1369 0.1 0.0 0.0 0.088
H 2.4940 5.3440 0.3062 -1.4 -0.3 0.6 0.104
H -2.8248 -0.1649 -2.3036 1.1 -0.4 1.6 0.125
H 0.6348 -0.4557 0.0987 -0.9 0.7 -1.4 0.129
H 1.6000 -0.4932 -2.6891 0.1 1.1 1.3 0.107
H -1.5018 8.3608 -0.9470 1.2 0.0 -1.0 0.042
H -3.6738 0.3510 -0.0286 1.6 -0.2 -0.2 0.135
H 0.7928 -3.3526 2.8815 -0.1 -0.1 0.0 0.035
H -0.6914 -3.9558 2.1162 0.2 0.0 -0.2 0.079
H 4.8571 -3.4373 0.6622 -0.1 -0.1 -0.1 0.086
H -0.8192 4.1963 -2.0927 -0.4 1.5 -0.4 0.025
H 2.6082 4.3568 -1.8768 0.4 1.4 -0.9 0.077
H -3.1093 -7.8583 0.1482 0.1 0.1 0.0 0.086
H -1.3629 5.6279 -3.2407 0.6 -0.7 1.5 0.043
H -5.0713 -0.4674 2.0645 1.3 0.1 0.8 0.087
H -0.5504 -0.5293 -2.8705 -0.1 -0.5 1.7 0.111
H -0.3343 -1.9267 -1.6887 -0.8 1.6 0.0 0.125
H -2.6905 -1.6844 -1.2991 0.5 1.8 -0.2 0.099
H -6.7182 -4.7347 -0.6818 0.0 0.0 0.0 0.089
H 5.3452 -5.0026 1.3473 -0.1 0.1 0.1 0.092
H -2.6523 -3.6600 0.2690 -0.1 0.0 -0.1 0.091
H 4.9089 4.4522 -3.1853 -1.3 1.6 0.0 0.089
H 3.5527 -7.3941 -0.5020 0.0 0.0 0.1 0.088
H 0.2533 -5.0336 3.1583 0.1 0.1 0.0 0.089
H -2.0296 1.1589 0.0539 -0.3 -1.6 0.0 0.122
H 5.6145 6.7649 -4.4533 -1.6 0.0 0.8 0.083
H -7.9550 -5.5228 0.3212 0.2 -0.1 0.0 0.090
H 1.6266 8.7483 -3.1378 0.8 -1.5 0.2 0.072
H -0.0341 1.1121 -0.6956 0.2 -1.6 -0.1 0.095
H 0.5583 7.2543 0.9890 -0.6 -1.6 -0.7 0.096
H -7.0378 -4.1526 0.9770 0.0 0.0 -0.1 0.086
H -0.6280 5.7668 0.9358 1.5 0.9 -0.5 0.103
H 3.4847 -8.0416 1.1618 0.0 0.0 0.0 0.090
H -4.5384 0.7195 3.3657 0.7 -1.6 -0.8 0.102
H 4.2316 -3.9345 2.2445 0.0 -0.1 -0.1 0.085
H 1.9212 5.6725 2.0143 -0.4 -0.9 -1.6 0.137
H -2.7363 -8.3342 1.8135 -0.1 0.2 0.0 0.090
H -1.8202 -7.0161 1.0552 0.0 -0.1 -0.1 0.086
H 2.8648 -1.3496 -0.6009 0.3 1.5 -0.5 0.122
H 1.7730 1.2707 -2.1661 0.1 -1.4 0.6 0.113
H 3.8741 -0.2431 -1.7439 -1.1 -0.2 1.3 0.127
```
Forces are in eV/Å.

Values from the calculation:
Maximum force ... 0.099 hartree/bohr
E_HOMO ... -9.0 eV
Net charge ... 0
Gap between HOMO and LUMO ... 9.213 eV



(5)
Below is one molecule with the formula C3H4N2O2, with properties calculated with ωB97M-V with the def2-TZVPD basis set.

```
11
Properties=species:S:1:pos:R:3:forces:R:3:nbo_charge:R:1
O 2.8952 -0.5383 -0.0255 -0.4 0.3 0.0 -0.609
O 1.3958 1.1792 0.1489 0.2 -0.1 0.0 -0.451
N -1.8107 -0.4741 0.0959 0.0 0.0 -0.1 -0.805
N 0.5934 -0.8453 -0.0942 0.0 -0.1 0.0 -0.626
C -0.5032 0.0091 0.0386 0.1 0.2 0.0 0.269
C 1.7644 -0.1235 0.0040 0.3 -0.2 0.0 0.861
C 0.0059 1.2425 0.1602 -0.3 0.0 0.0 -0.044
H -2.4856 0.2816 0.1232 0.1 -0.1 0.1 0.387
H 0.6258 -1.8510 -0.0544 -0.2 0.1 0.0 0.428
H -2.0434 -1.0993 -0.6673 0.1 0.1 0.0 0.378
H -0.4378 2.2189 0.2705 0.0 -0.2 0.0 0.213
```
Forces are in eV/Å.

Values from the calculation:
Maximum force ... 0.009 hartree/bohr
E_HOMO ... -8.3 eV
Net charge ... 0
Gap between HOMO and LUMO ... 8.892 eV